Record 1
Here is a cluster of 2 separate species, C3H6Cl2Si in total in a non-equilibrium geometry from the OMol25 dataset. Energies are from ωB97M-V/def2-TZVPD.

CARTESIAN COORDINATES (ANGSTROEM)
C  1.92583  -1.20749  1.06505
C  0.76366  0.98726  0.38000
C  -1.58149  -0.70989  -0.38610
Si  -0.89570  1.09879  -0.50582
Cl  3.00154  -1.16500  -0.14682
Cl  2.00042  2.05898  -0.01272
H  2.36819  -1.38121  2.09673
H  -0.85986  -1.48913  -0.75724
H  -1.76641  -0.93195  0.76271
H  -2.48032  -0.78102  -1.01111
H  -0.75299  1.57150  -1.93187
H  -1.72286  1.94917  0.44719

Atomic forces in eV per Å
C -1.87 0.80 1.24
C 0.47 -0.32 0.83
C 0.58 0.01 1.31
Si -0.16 -1.64 0.59
Cl 1.57 -0.25 -0.96
Cl -0.01 -0.21 -0.10
H -0.26 0.49 -1.13
H -0.53 0.92 0.37
H 0.11 0.41 -2.47
H -0.07 -0.15 0.51
H -0.18 0.05 0.55
H 0.35 -0.11 -0.75

The value obtained for the highest occupied orbital energy (alpha / beta) is -0.2988 / -0.2934 Eh. The calculation puts the max |F| at 2.5 eV/A. The LUMO energy (alpha / beta) comes out at -0.0195 / -0.0395 hartree. The frontier orbital gap (alpha / beta) is 0.279 / 0.254 Eh. The calculation puts the energy above the lowest of the compared OMol25 structures with the same formula, charge and spin at 235.4 kcal per mole.

***

Record 2
Here is the molecule C3H6ClFO in a non-equilibrium geometry from the OMol25 dataset. Energies are from ωB97M-V/def2-TZVPD.

CARTESIAN COORDINATES (ANGSTROEM)
O  -1.66850  -0.59125  0.06577
C  -0.45344  -0.69166  -0.64272
C  0.62468  -0.25481  0.33031
Cl  2.22633  -0.82398  -0.14483
C  0.51109  1.26213  0.48266
F  0.84964  1.89225  -0.68452
H  -2.34646  -1.03897  -0.37220
H  -0.33384  -1.78879  -0.86903
H  -0.40121  -0.09370  -1.51896
H  0.39781  -0.82087  1.24220
H  1.18604  1.50186  1.28981
H  -0.59214  1.44779  0.82151

Atomic forces in eV per Å
O 1.08 1.70 1.33
C 0.29 -2.66 0.48
C -1.10 -0.25 -0.12
Cl 0.36 0.17 -0.32
C -1.36 -1.30 1.59
F -0.20 0.16 0.09
H -1.52 -1.04 -1.16
H 0.35 1.08 -0.23
H -0.19 0.48 -0.98
H 0.07 0.75 0.14
H 0.27 0.85 0.09
H 1.96 0.07 -0.90

The value obtained for the highest occupied orbital energy is -0.3953 Eh. The SMILES is OC[C@@H](Cl)CF. The calculation puts the max |F| at 2.7 eV/A. The LUMO energy comes out at 0.0279 hartree. The frontier orbital gap is 0.423 Eh. The calculation puts the energy above the lowest of the compared OMol25 structures with the same formula, charge and spin at 16.2 kcal per mole.

***

Record 3
Here is the molecule C3H6ClFO in a non-equilibrium geometry from the OMol25 dataset. Energies are from ωB97M-V/def2-TZVPD.

CARTESIAN COORDINATES (ANGSTROEM)
C  -1.65765  -0.62438  0.76703
O  -0.65355  0.36301  0.29406
C  0.62018  -0.15645  0.07222
C  1.29422  0.86636  -0.78597
F  2.61519  0.58475  -0.78413
Cl  0.65724  0.86380  -2.50725
H  -2.49362  0.08257  0.90276
H  -1.86497  -1.35883  -0.00566
H  -1.34492  -1.05288  1.71554
H  0.63612  -1.13005  -0.39767
H  1.12660  -0.26848  1.02576
H  1.06515  1.83056  -0.29667

Atomic forces in eV per Å
C 0.77 2.63 -0.56
O -1.43 -1.40 0.38
C -0.64 -0.22 0.01
C -0.49 0.13 0.18
F 0.54 0.33 -0.37
Cl 0.46 0.06 1.21
H -0.05 -0.93 0.14
H 0.04 -0.14 0.01
H 0.00 -0.19 0.03
H -0.22 -0.41 -0.39
H 0.57 0.18 0.21
H 0.44 -0.04 -0.85

The value obtained for the highest occupied orbital energy is -0.3810 Eh. The SMILES is COC[C@@H](F)Cl. The calculation puts the max |F| at 2.8 eV/A. The LUMO energy comes out at 0.0342 hartree. The frontier orbital gap is 0.415 Eh. The calculation puts the energy above the lowest of the compared OMol25 structures with the same formula, charge and spin at 23.0 kcal per mole.

***

Record 4
Here is the molecule C3H6ClFS in a non-equilibrium geometry from the OMol25 dataset. Energies are from ωB97M-V/def2-TZVPD.

CARTESIAN COORDINATES (ANGSTROEM)
F  2.42994  -0.47587  -0.38187
C  1.11357  -0.59944  -0.51609
C  0.42552  0.50012  0.26419
Cl  0.71534  2.11592  -0.40785
C  -1.02247  0.30374  0.70732
S  -2.25211  0.28009  -0.57963
H  0.83500  -1.50464  0.00240
H  0.79053  -0.70673  -1.51450
H  0.96283  0.45596  1.28597
H  -1.24835  0.94092  1.53206
H  -1.01104  -0.73449  1.10182
H  -1.73876  -0.57557  -1.49383

Atomic forces in eV per Å
F 2.05 0.37 -0.36
C -2.12 -0.20 1.54
C 0.81 0.41 2.56
Cl 0.05 0.09 -0.19
C 1.42 -2.76 -0.96
S -1.16 0.71 -0.68
H -0.26 -0.64 0.17
H -0.04 0.26 -1.46
H -0.42 0.37 -1.56
H -0.55 0.73 0.12
H -0.06 0.55 0.23
H 0.27 0.11 0.60

The value obtained for the highest occupied orbital energy is -0.3447 Eh. The SMILES is FC[C@@H](Cl)CS. The calculation puts the max |F| at 3.2 eV/A. The LUMO energy comes out at 0.0254 hartree. The frontier orbital gap is 0.370 Eh. The calculation puts the energy above the lowest of the compared OMol25 structures with the same formula, charge and spin at 12.6 kcal per mole.

***

Record 5
Here is the ion C3H6ClN2 with charge +1 in a non-equilibrium geometry from the OMol25 dataset. Energies are from ωB97M-V/def2-TZVPD.

CARTESIAN COORDINATES (ANGSTROEM)
H  0.40867  2.97183  -0.41290
N  -0.10494  2.24774  0.08280
C  0.28461  1.08924  0.04225
C  0.02086  -0.27951  0.49942
N  -1.24058  -0.98972  0.14190
C  1.16156  -0.14341  -0.51485
Cl  2.78288  -0.52055  0.03506
H  0.34117  -0.51185  1.51025
H  -1.93669  -0.87621  0.89292
H  -1.06503  -1.99553  -0.00478
H  -1.63353  -0.59327  -0.72343
H  0.98102  -0.39875  -1.54865

Atomic forces in eV per Å
H 0.25 -0.22 -0.14
N -0.76 0.84 0.33
C 1.81 -2.47 -1.05
C 0.16 0.18 0.18
N -0.09 -0.13 -0.10
C -0.67 1.72 1.06
Cl -0.49 0.13 -0.16
H -0.06 -0.09 -0.02
H 0.11 -0.06 -0.28
H -0.15 0.28 0.06
H -0.01 -0.18 0.24
H -0.10 0.00 -0.12

The value obtained for the highest occupied orbital energy is -0.5032 Eh. The SMILES is [H]/N=C1/[C@@H]([NH3+])[C@@H]1Cl. The calculation puts the max |F| at 3.2 eV/A. The LUMO energy comes out at -0.1569 hartree. The frontier orbital gap is 0.346 Eh. The total charge is +1. The calculation puts the energy above the lowest of the compared OMol25 structures with the same formula, charge and spin at 55.8 kcal per mole.

***

Record 6
Here is a cluster of 2 separate species, C3H6ClN2 in total in a non-equilibrium geometry from the OMol25 dataset. Energies are from ωB97M-V/def2-TZVPD.

CARTESIAN COORDINATES (ANGSTROEM)
C  1.09214  1.76936  1.43219
C  0.96170  -0.60187  0.96427
C  0.24239  -2.00522  -0.87160
N  0.89959  0.59591  1.13013
N  0.11418  -1.44880  0.26270
Cl  -2.23273  1.34894  -1.89538
H  0.32245  2.14580  2.09474
H  1.71649  2.38411  0.79840
H  -3.12555  2.11598  -2.09061
H  1.02569  -1.56732  -1.50773
H  -0.44748  -2.85809  -1.23293
H  -0.56888  -1.87879  0.91582

Atomic forces in eV per Å
C -1.01 2.35 -0.04
C 0.88 -1.10 0.90
C -0.28 -0.71 -2.03
N -0.16 -2.19 -1.24
N -1.36 -0.45 1.08
Cl 2.72 -2.32 0.61
H 0.58 0.58 0.55
H 0.17 0.15 0.21
H -2.68 2.29 -0.58
H -0.42 -0.61 0.04
H 1.29 1.62 0.90
H 0.27 0.38 -0.40

The value obtained for the highest occupied orbital energy is -0.4936 Eh. The calculation puts the max |F| at 3.6 eV/A. The LUMO energy comes out at -0.1837 hartree. The frontier orbital gap is 0.310 Eh. The total charge is +1. The calculation puts the energy above the lowest of the compared OMol25 structures with the same formula, charge and spin at 91.2 kcal per mole.

***

Record 7
Here is a cluster of 2 separate species, C3H6ClN3 in total in a non-equilibrium geometry from the OMol25 dataset. Energies are from ωB97M-V/def2-TZVPD.

CARTESIAN COORDINATES (ANGSTROEM)
C  -2.19928  -0.87464  0.01169
C  -0.74992  -0.57597  -0.06292
N  -0.18354  0.53084  -0.14135
Cl  -1.01792  2.06498  -0.06057
H  -2.77738  0.04964  -0.19110
H  -2.42298  -1.00538  1.07536
H  -2.53511  -1.84007  -0.45344
H  0.05623  -1.29480  -0.34911
N  1.96939  -1.10194  -0.75322
C  2.21600  -0.10351  -0.26242
N  2.54917  1.02961  0.35128
H  1.71132  1.53798  0.50609
H  3.38403  1.58329  0.32971

Atomic forces in eV per Å
C -0.68 -0.13 1.05
C -0.47 -1.01 -1.65
N 0.96 1.91 0.24
Cl -0.53 -0.46 0.22
H 0.15 -0.79 -0.61
H 0.05 -0.24 0.18
H 0.43 1.28 0.00
H -0.99 -0.25 0.78
N 0.11 -1.69 -0.80
C 2.01 1.30 0.37
N -0.87 -0.05 0.44
H -0.55 0.79 0.32
H 0.39 -0.65 -0.55

The value obtained for the highest occupied orbital energy is -0.3611 Eh. The SMILES is C/C=N\Cl.N#CN. The calculation puts the max |F| at 2.4 eV/A. The LUMO energy comes out at 0.0280 hartree. The frontier orbital gap is 0.389 Eh. The calculation puts the energy above the lowest of the compared OMol25 structures with the same formula, charge and spin at 48.2 kcal per mole.

***

Record 8
Here is a cluster of 2 separate species, C3H6ClNO in total in a non-equilibrium geometry from the OMol25 dataset. Energies are from ωB97M-V/def2-TZVPD.

CARTESIAN COORDINATES (ANGSTROEM)
C  -0.67268  1.50021  -0.35923
C  2.01336  0.02640  -0.25747
C  -0.37821  0.18097  0.17546
N  0.80050  -0.38079  0.12788
O  -1.58084  2.21756  -0.04837
Cl  -2.12353  -2.59733  0.37460
H  0.04921  1.95588  -1.10135
H  -2.52722  -1.50279  0.89378
H  1.94917  0.69973  -1.05542
H  2.87954  -0.58088  -0.09075
H  -1.26766  -0.37147  0.55972
H  0.85835  -1.14749  0.78114

Atomic forces in eV per Å
C 2.15 -0.01 -0.91
C -1.47 -0.80 -0.35
C -3.51 1.23 -0.54
N 2.69 -0.51 1.56
O -1.61 0.17 0.58
Cl -0.14 -0.47 0.01
H 0.00 -0.62 0.37
H -0.27 -0.13 0.07
H 0.61 1.27 -0.72
H -0.07 -0.28 0.15
H 1.75 0.77 -0.12
H -0.12 -0.63 -0.09

The value obtained for the highest occupied orbital energy (alpha / beta) is -0.2847 / -0.2849 Eh. The calculation puts the max |F| at 3.8 eV/A. The LUMO energy (alpha / beta) comes out at 0.0008 / 0.0006 hartree. The frontier orbital gap (alpha / beta) is 0.286 / 0.286 Eh. The calculation puts the energy above the lowest of the compared OMol25 structures with the same formula, charge and spin at 76.9 kcal per mole.

***

Record 9
Here is the molecule C3H6ClNO2 in a non-equilibrium geometry from the OMol25 dataset. Energies are from ωB97M-V/def2-TZVPD.

CARTESIAN COORDINATES (ANGSTROEM)
C  -0.44739  0.10680  1.35248
C  -0.21710  0.37658  -0.12122
C  -0.03659  -0.96253  -0.97111
Cl  -1.42352  -1.96018  -0.57066
N  1.06485  1.05859  -0.38232
O  2.07464  0.65219  0.16289
O  1.03125  2.05070  -1.10737
H  -0.56122  -0.98170  1.50181
H  0.32274  0.65021  1.87420
H  -1.44615  0.27885  1.85945
H  -1.01266  0.87719  -0.66957
H  0.84870  -1.51484  -0.89261
H  -0.19754  -0.63186  -2.03597

Atomic forces in eV per Å
C -1.54 -0.71 0.81
C -0.44 -2.32 -1.08
C -2.29 2.36 -1.21
Cl -0.44 -0.75 -0.16
N 0.68 2.23 0.10
O -0.47 -0.27 -0.22
O -0.06 -0.89 0.26
H 1.49 0.30 0.17
H 0.22 -0.50 0.74
H 0.82 1.14 -1.33
H 0.26 0.50 0.38
H 1.32 -0.53 0.59
H 0.46 -0.55 0.96

The value obtained for the highest occupied orbital energy is -0.4100 Eh. The SMILES is C[C@H](CCl)[N+](=O)[O-]. The calculation puts the max |F| at 3.5 eV/A. The LUMO energy comes out at -0.0007 hartree. The frontier orbital gap is 0.409 Eh. The calculation puts the energy above the lowest of the compared OMol25 structures with the same formula, charge and spin at 85.0 kcal per mole.

***

Record 10
Here is a cluster of 2 separate species, C3H6ClNOS in total in a non-equilibrium geometry from the OMol25 dataset. Energies are from ωB97M-V/def2-TZVPD.

CARTESIAN COORDINATES (ANGSTROEM)
C  1.37391  0.55255  2.27166
C  0.34267  -0.25406  1.44354
N  -0.08964  0.11924  0.32255
S  0.29711  1.58333  -0.22549
H  2.21045  -0.07452  2.71520
H  1.81630  1.27515  1.52137
H  0.88263  1.01435  3.01757
H  -0.21034  -1.01948  1.94892
H  -0.25612  1.34505  -1.37460
O  -1.06113  0.00698  -3.12980
C  -1.44824  -1.11604  -2.94974
Cl  -2.99653  -1.39821  -2.27302
H  -0.86108  -2.03435  -3.28815

Atomic forces in eV per Å
C 2.17 -2.28 -3.80
C 1.06 0.99 1.66
N -1.23 -1.93 0.70
S 1.13 2.11 -0.71
H -1.12 0.56 -0.62
H -0.16 -0.58 1.34
H -1.56 1.94 2.67
H 0.17 -1.06 -0.05
H -0.47 0.23 -1.23
O -0.10 -1.30 0.22
C 1.51 0.96 -1.15
Cl -0.52 -0.52 0.33
H -0.87 0.88 0.65

The value obtained for the highest occupied orbital energy is -0.3126 Eh. The SMILES is C/C=N\S.O=CCl. The calculation puts the max |F| at 4.9 eV/A. The LUMO energy comes out at 0.0236 hartree. The frontier orbital gap is 0.336 Eh. The calculation puts the energy above the lowest of the compared OMol25 structures with the same formula, charge and spin at 40.6 kcal per mole.

***

Number 1: energy -1327.50601 Eh. Number 2: energy -753.18158 Eh. Number 3: energy -753.17081 Eh. Number 4: energy -1076.12651 Eh. Number 5: energy -687.27138 Eh. Number 6: energy -687.21495 Eh. Number 7: energy -742.28642 Eh. Number 8: energy -707.99148 Eh. Number 9: energy -783.21751 Eh. Number 10: energy -1106.21726 Eh.